Entry 1:
A gas-phase ion, CHClNO2S (charge +1) in a non-equilibrium geometry. Source: the Open Molecules 2025 dataset; level of theory: ωB97M-V/def2-TZVPD.

```
7
CHClNO2S | the Open Molecules 2025 dataset | ωB97M-V/def2-TZVPD
C -1.26 0.20 0.11
O 2.02 -1.23 -1.01
Cl -1.38 1.67 -0.66
O 1.93 0.45 0.82
N -0.35 -0.66 0.15
S 1.36 -0.46 -0.09
H -2.31 0.02 0.69
```

The frontier orbital gap comes out at 10.28 eV. As for the HOMO energy: -17.4 eV. The SMILES is O=S(=O)=[N+]=CCl. Its energy above the lowest of the compared OMol25 structures with the same formula, charge and spin is 2.087 eV. Its charge is +1. As for the LUMO energy: -0.2608 Eh.

Entry 2:
A molecular structure, CHClO2PS in a non-equilibrium geometry. Source: the Open Molecules 2025 dataset; level of theory: ωB97M-V/def2-TZVPD.

```
7
CHClO2PS | the Open Molecules 2025 dataset | ωB97M-V/def2-TZVPD
C -0.31 0.05 -1.01
H 0.12 0.97 -1.44
Cl 2.05 0.61 0.66
O -0.78 1.11 1.23
S -1.26 -1.20 -1.47
P 0.09 -0.11 0.71
O 0.10 -1.43 1.32
```

The frontier orbital gap comes out at 7.85 eV. As for the HOMO energy: -4.8 eV. Its energy above the lowest of the compared OMol25 structures with the same formula, charge and spin is 0.651 eV. Its charge is -1. As for the LUMO energy: 0.1122 Eh.

Entry 3:
2 unconnected molecules or ions with the total composition CHClO2PS in a non-equilibrium geometry. Source: the Open Molecules 2025 dataset; level of theory: ωB97M-V/def2-TZVPD.

```
7
CHClO2PS | the Open Molecules 2025 dataset | ωB97M-V/def2-TZVPD
P 0.02 0.04 -0.99
Cl 2.06 -0.21 -0.54
H -0.41 1.12 -0.35
O -0.71 -1.17 -0.57
S 0.10 -0.39 2.01
C -0.97 0.19 2.87
O -0.10 0.42 -2.43
```

The frontier orbital gap comes out at 8.88 eV. As for the HOMO energy: -5.5 eV. Its energy above the lowest of the compared OMol25 structures with the same formula, charge and spin is 2.107 eV. Its charge is -1. As for the LUMO energy: 0.1260 Eh.

Entry 4:
A molecular structure, CHClO3 in a non-equilibrium geometry. Source: the Open Molecules 2025 dataset; level of theory: ωB97M-V/def2-TZVPD.

```
6
CHClO3 | the Open Molecules 2025 dataset | ωB97M-V/def2-TZVPD
O -1.66 -0.67 -0.95
H 0.68 0.68 0.46
Cl 1.88 1.22 0.47
O -0.24 0.72 0.21
C -0.66 -0.48 -0.21
O 0.00 -1.47 0.02
```

The frontier orbital gap comes out at 5.73 eV. As for the HOMO energy: 1.3 eV. Its energy above the lowest of the compared OMol25 structures with the same formula, charge and spin is 4.213 eV. Its charge is -2. As for the LUMO energy: 0.2580 Eh.

Entry 5:
A single CHClO3 molecule in a non-equilibrium geometry. Source: the Open Molecules 2025 dataset; level of theory: ωB97M-V/def2-TZVPD.

```
6
CHClO3 | the Open Molecules 2025 dataset | ωB97M-V/def2-TZVPD
Cl 2.05 -1.03 0.13
O -0.61 -0.81 0.12
O -1.61 0.07 0.01
H -1.28 0.54 -0.77
C 0.77 0.04 0.21
O 0.67 1.20 0.30
```

The frontier orbital gap comes out at 10.86 eV. As for the HOMO energy: -10.4 eV. The SMILES is O=C(Cl)OO. Its energy above the lowest of the compared OMol25 structures with the same formula, charge and spin is 2.516 eV. As for the LUMO energy: 0.0163 Eh.

Entry 6:
A molecular structure, CHClO3S in a non-equilibrium geometry. Source: the Open Molecules 2025 dataset; level of theory: ωB97M-V/def2-TZVPD.

```
7
CHClO3S | the Open Molecules 2025 dataset | ωB97M-V/def2-TZVPD
S -2.30 0.79 -0.15
O 0.62 1.29 0.32
Cl -2.33 -1.20 0.40
C 0.03 0.78 -0.51
O -3.04 0.72 -1.38
O -2.71 1.62 0.93
H 0.06 0.13 -1.34
```

The frontier orbital gap comes out at 8.92 eV. As for the HOMO energy: -10.0 eV. Its energy above the lowest of the compared OMol25 structures with the same formula, charge and spin is 2.610 eV. As for the LUMO energy: -0.0395 Eh.